(1)
{
  "formula": "C5H10N2",
  "method": "the ωB97M-V functional and the def2-TZVPD basis",
  "species": ["C", "C", "C", "C", "C", "N", "N", "H", "H", "H", "H", "H", "H", "H", "H", "H", "H"],
  "positions_angstrom": [[0.342, -1.063, 0.884], [0.131, -0.953, -0.619], [-0.237, 0.451, -0.690], [0.847, 1.325, -0.289], [-1.609, 0.888, -0.774], [-2.676, 0.194, -0.782], [1.590, -0.511, 1.278], [-0.559, -0.772, 1.429], [0.893, -2.025, 1.113], [-0.628, -1.636, -0.984], [1.049, -1.184, -1.161], [1.785, 1.094, -0.788], [1.067, 1.114, 0.813], [-1.760, 1.965, -0.892], [-2.504, -0.740, -0.405], [0.582, 2.370, -0.427], [1.687, -0.517, 2.293]],
  "atomic_forces_ev_per_a": [[1.7698, -0.6075, 0.3241], [-0.3061, -0.5767, -0.9790], [1.1562, 0.2780, 1.0621], [-1.2507, 0.6584, -1.9869], [-0.3473, 0.5950, -0.2217], [-0.2636, -0.0391, 0.9092], [0.1535, 1.0672, 0.2258], [-0.0184, -0.3594, 0.3889], [-1.4959, -0.4439, -0.3090], [-0.2734, -0.0754, 0.0852], [0.1706, 0.0567, 0.2746], [0.0954, 0.0070, 0.2291], [0.6163, -0.8589, 0.7147], [0.2029, -0.0206, -0.3032], [0.0823, -0.2912, -0.6860], [0.0729, 0.2196, 0.2180], [-0.3646, 0.3907, 0.0541]],
  "nbo_charge": [-0.28, -0.46, 0.05, -0.64, 0.06, -0.59, -0.70, 0.20, 0.33, 0.22, 0.23, 0.23, 0.28, 0.17, 0.32, 0.23, 0.34],
  "spin_multiplicity": 1
}



(2)
{
  "formula": "C15H13N3O4Sr",
  "method": "the ωB97M-V functional and the def2-TZVPD basis",
  "species": ["Sr", "O", "C", "C", "C", "C", "C", "C", "C", "O", "N", "N", "C", "C", "C", "C", "C", "C", "N", "H", "H", "H", "H", "H", "H", "H", "H", "H", "H", "C", "O", "C", "O", "H", "H", "H"],
  "positions_angstrom": [[-0.247, -0.142, -1.165], [0.689, -3.449, 3.578], [1.683, -3.820, 2.726], [2.554, -4.848, 3.081], [3.549, -5.268, 2.218], [3.679, -4.672, 0.971], [2.810, -3.654, 0.624], [1.819, -3.186, 1.486], [0.985, -2.041, 1.009], [0.879, -1.886, -0.264], [0.480, -1.245, 1.925], [-0.111, -0.164, 1.285], [-0.985, 0.506, 1.916], [-1.629, 1.655, 1.224], [-2.711, 2.287, 1.813], [-3.331, 3.329, 1.143], [-2.846, 3.708, -0.093], [-1.760, 3.021, -0.608], [-1.147, 2.022, 0.020], [0.720, -4.034, 4.342], [2.434, -5.322, 4.050], [4.214, -6.066, 2.523], [4.445, -4.998, 0.281], [2.878, -3.184, -0.348], [-1.315, 0.231, 2.916], [-3.072, 1.950, 2.775], [-4.186, 3.828, 1.580], [-3.299, 4.507, -0.662], [-1.370, 3.288, -1.584], [-2.872, -2.772, 0.000], [-3.605, -1.655, -0.475], [-2.784, -0.664, -1.064], [-3.400, 0.341, -1.383], [-3.541, -3.632, 0.033], [-2.486, -2.598, 1.010], [-2.033, -3.016, -0.656]],
  "atomic_forces_ev_per_a": [[-0.4690, 0.4256, -0.8787], [0.0737, -0.0586, -0.0470], [-0.0726, 0.0731, 0.1346], [-0.0211, 0.0076, -0.0266], [-0.0081, 0.0064, -0.0047], [-0.0104, -0.0281, 0.0677], [-0.0290, 0.0617, -0.0702], [-0.0430, -0.1319, -0.0288], [0.3487, -0.2060, -0.0588], [0.3993, -0.4342, 0.4632], [-0.3303, 0.4702, -0.3339], [0.2033, -0.4105, 0.5895], [-0.2300, 0.3588, -0.2045], [0.2711, -0.2743, 0.2198], [-0.0838, 0.0818, 0.0049], [-0.0283, -0.0364, 0.0836], [0.0622, 0.0062, -0.0655], [0.0023, 0.0155, -0.0298], [-0.1894, 0.0938, 0.2189], [-0.0299, 0.0341, -0.0009], [0.0121, -0.0103, -0.0037], [0.0087, -0.0015, -0.0263], [-0.0005, 0.0016, -0.0027], [0.0183, 0.0044, 0.0035], [0.0584, 0.0316, 0.0250], [0.0217, -0.0088, 0.0042], [-0.0013, 0.0001, -0.0080], [-0.0067, -0.0019, 0.0069], [0.0078, -0.0111, 0.0036], [-0.0705, -0.0967, 0.0516], [0.4802, 0.2304, -0.2251], [-0.6786, -0.3546, 0.3119], [0.3391, 0.0441, -0.1376], [-0.0472, 0.0493, -0.0168], [0.0220, 0.0306, -0.0174], [0.0206, 0.0379, -0.0020]],
  "nbo_charge": [1.74, -0.65, 0.42, -0.33, -0.17, -0.26, -0.14, -0.22, 0.61, -0.90, -0.43, -0.36, 0.06, 0.16, -0.22, -0.13, -0.25, 0.08, -0.54, 0.47, 0.20, 0.21, 0.21, 0.23, 0.19, 0.23, 0.22, 0.23, 0.19, -0.26, -0.59, 0.19, -0.71, 0.18, 0.17, 0.17],
  "spin_multiplicity": 1
}



(3)
{
  "formula": "C5H12O2",
  "method": "the ωB97M-V functional and the def2-TZVPD basis",
  "species": ["C", "C", "C", "O", "H", "H", "H", "H", "H", "H", "C", "C", "O", "H", "H", "H", "H", "H", "H"],
  "positions_angstrom": [[2.735, 0.558, 1.601], [1.349, 0.023, 1.234], [1.290, -0.325, -0.230], [1.030, -1.419, -0.673], [3.504, -0.203, 1.431], [2.991, 1.437, 0.997], [2.773, 0.852, 2.653], [1.088, -0.868, 1.814], [0.590, 0.793, 1.429], [1.514, 0.522, -0.918], [-1.929, -0.439, -1.893], [-1.815, 0.089, -0.471], [-3.036, 0.593, 0.034], [-2.556, -1.339, -1.926], [-2.378, 0.319, -2.542], [-0.944, -0.713, -2.284], [-1.405, -0.693, 0.187], [-1.120, 0.937, -0.441], [-3.681, -0.125, -0.001]],
  "atomic_forces_ev_per_a": [[0.0942, 0.0313, 0.0112], [-0.0486, -0.0886, 0.0211], [-0.0913, -0.2990, -0.0689], [0.1815, 0.4902, 0.1890], [-0.1001, 0.1088, 0.0380], [-0.0333, -0.1211, 0.0930], [-0.0130, -0.0359, -0.1526], [0.0492, 0.1175, -0.0760], [0.1075, -0.1050, -0.0593], [0.0044, -0.1118, 0.0276], [-0.0407, -0.0193, -0.0339], [0.3980, -0.0773, -0.1182], [-0.2720, -0.1602, 0.0449], [0.0601, 0.1317, 0.0089], [0.0764, -0.0911, 0.0701], [-0.1550, 0.0356, 0.0720], [-0.1268, 0.1493, -0.0919], [-0.1078, -0.1086, -0.0146], [0.0172, 0.1534, 0.0396]],
  "nbo_charge": [-0.60, -0.52, 0.45, -0.53, 0.21, 0.21, 0.22, 0.22, 0.23, 0.10, -0.64, -0.06, -0.72, 0.20, 0.21, 0.23, 0.16, 0.16, 0.46],
  "smiles": "CCC=O.CCO",
  "spin_multiplicity": 1
}



(4)
{
  "formula": "C3H5NO2",
  "method": "the ωB97M-V functional and the def2-TZVPD basis",
  "species": ["C", "C", "O", "O", "C", "N", "H", "H", "H", "H", "H"],
  "positions_angstrom": [[1.340, -0.702, 1.263], [0.360, 0.383, 0.905], [0.135, 1.369, 1.540], [-0.244, 0.064, -0.299], [-1.242, 0.906, -0.739], [-1.593, 0.418, -1.920], [0.810, -1.649, 1.403], [2.058, -0.843, 0.450], [1.861, -0.429, 2.181], [-2.323, 0.884, -2.435], [-1.161, -0.399, -2.348]],
  "atomic_forces_ev_per_a": [[0.0401, 0.0002, 0.0612], [0.1271, 0.2941, 0.4655], [0.0919, -0.4970, -0.3476], [-0.2145, 0.2452, -0.0512], [0.0579, -0.4226, -0.4616], [-0.0284, 0.1787, 0.1752], [0.0462, 0.1393, -0.0374], [-0.1147, 0.0326, 0.0959], [-0.0808, -0.0318, -0.1312], [0.0911, -0.0396, 0.1108], [-0.0158, 0.1009, 0.1204]],
  "nbo_charge": [-0.72, 0.80, -0.53, -0.58, 0.32, -0.79, 0.24, 0.24, 0.24, 0.40, 0.38],
  "spin_multiplicity": 1
}



For reference, HOMO energy by record: -7.5; -7.2; -10.0; -9.1 eV.
For reference, energy above the lowest of the compared OMol25 structures with the same formula, charge and spin by record: 483.29; 83.41; 120.28; 174.10 kJ/mol.